This record from the Open Molecules 2025 dataset describes a structure of composition C15H11FN4. The level of theory is ωB97M-V with the def2-TZVPD basis set.

Last column: natural (NBO) charge in e.
Atoms and positions in Å:
F1 -4.13553 4.14679 0.00688  -0.312
C1 -3.19679 3.98433 -0.93307  0.362
C2 -2.41674 2.91722 -0.65044  -0.235
C3 -1.21877 2.64971 -1.58704  -0.037
C4 -1.01687 3.43228 -2.83432  -0.202
C5 -1.80220 4.52815 -2.82273  -0.200
C6 -2.75224 4.76985 -1.90622  -0.267
H1 -3.74841 5.45248 -2.11980  0.214
H2 -1.82576 5.10274 -3.65971  0.212
H3 -0.20440 3.37223 -3.34383  0.203
C7 -0.36529 1.47621 -1.14533  0.077
N1 -0.48207 0.57372 -0.29545  -0.203
N2 0.49384 -0.30658 -0.38350  -0.446
C8 0.28438 -1.11737 0.94307  0.391
N3 -0.73253 -1.04789 1.60960  -0.265
N4 -0.73745 -1.74066 2.78962  -0.241
C9 0.05781 -2.68586 2.84421  0.137
C10 1.15830 -3.04087 2.14986  -0.193
C11 1.76909 -4.10180 2.38504  -0.158
C12 3.03783 -4.32818 1.65571  -0.124
C13 3.18611 -3.62751 0.40299  -0.183
C14 2.46321 -2.48893 0.37883  -0.140
C15 1.24259 -2.19746 1.13629  -0.064
H4 2.67738 -1.80567 -0.52234  0.181
H5 3.80328 -3.88966 -0.21596  0.186
H6 3.59723 -5.13700 1.71002  0.189
H7 1.85615 -4.75426 3.08927  0.223
H8 -0.43310 -3.36280 3.90396  0.166
H9 1.34653 -0.38266 -0.77318  0.383
H10 0.59858 1.49519 -2.05048  0.088
H11 -2.50415 2.11426 0.23806  0.261

As for the charge: 0. The calculation puts the strongest force on any atom at 12.56 eV/Å. As for the spin multiplicity: 1. The gap between HOMO and LUMO is 0.293 hartree.

=====

This record from the Open Molecules 2025 dataset describes a cluster of 9 separate species, C18H54O18 in total. The level of theory is ωB97M-V with the def2-TZVPD basis set.

Last column: Löwdin charge in e.
Atoms and positions in Å:
O1 -9.12225 -11.73814 17.59328  -0.082
C1 -10.29075 -11.13708 18.11950  -0.226
C2 -9.86373 -9.82924 18.79377  -0.196
O2 -9.45344 -8.76015 17.91964  -0.095
H1 -9.00226 -11.53946 16.64698  0.042
H2 -11.06185 -10.94253 17.31504  0.137
H3 -10.66517 -11.74389 18.93434  0.112
H4 -8.90676 -10.03601 19.29957  0.120
H5 -10.55534 -9.35760 19.57626  0.143
H6 -10.21605 -8.27890 17.68984  0.021
O3 -6.30512 -8.76597 12.12538  -0.079
C3 -5.41331 -9.82244 11.82403  -0.201
C4 -5.52863 -10.94596 12.82320  -0.297
O4 -4.28090 -11.49334 13.00085  -0.021
H7 -6.05015 -8.31613 12.93061  0.040
H8 -5.62045 -10.26232 10.86434  0.126
H9 -4.37343 -9.50076 11.93980  0.132
H10 -6.33216 -11.69357 12.53685  0.144
H11 -6.06429 -10.47962 13.69982  0.105
H12 -4.40817 -12.37349 13.32229  0.036
O5 -2.32191 -13.21745 19.06865  -0.035
C5 -3.29491 -12.31608 19.50079  -0.293
C6 -2.78544 -11.03859 20.06284  -0.237
O6 -2.38805 -10.08931 19.06121  -0.071
H13 -2.87083 -13.73578 18.48776  0.043
H14 -4.12847 -12.10593 18.82943  0.105
H15 -3.82399 -12.87524 20.28115  0.126
H16 -1.95188 -11.25588 20.77410  0.133
H17 -3.67195 -10.62968 20.59331  0.123
H18 -2.05373 -9.29927 19.49037  0.079
O7 -4.40944 -4.03222 14.19134  -0.057
C7 -4.72197 -5.32190 14.64791  -0.298
C8 -5.98911 -5.81849 14.06681  -0.190
O8 -6.07529 -7.24730 14.34055  -0.095
H19 -3.58092 -3.78714 14.68863  0.120
H20 -3.98852 -6.08987 14.37784  0.130
H21 -4.79421 -5.29593 15.70762  0.106
H22 -5.97165 -5.65878 12.98502  0.130
H23 -6.88045 -5.22113 14.47253  0.134
H24 -6.71261 -7.43722 15.03389  0.050
O9 -6.85537 -14.30818 15.91144  -0.107
C9 -7.88215 -14.74033 16.78906  -0.225
C10 -9.08681 -14.90113 15.91662  -0.245
O10 -8.96500 -15.95102 14.96032  -0.050
H25 -5.98596 -14.22223 16.33995  0.037
H26 -7.51936 -15.74336 17.17446  0.147
H27 -8.09206 -14.03644 17.56148  0.093
H28 -9.23645 -13.96565 15.30462  0.130
H29 -9.94195 -15.06632 16.52118  0.107
H30 -8.49754 -15.55959 14.24193  0.061
O11 -4.57909 -14.27071 14.02096  -0.081
C11 -3.55999 -14.83508 14.76178  -0.240
C12 -3.22388 -13.78470 15.83778  -0.136
O12 -4.39017 -13.57167 16.76849  -0.135
H31 -5.41471 -14.32410 14.53112  0.075
H32 -3.90817 -15.83868 15.14918  0.147
H33 -2.63331 -14.89770 14.18203  0.126
H34 -3.07759 -12.85490 15.31996  0.113
H35 -2.34903 -14.09475 16.41277  0.112
H36 -4.68939 -12.61195 16.75369  0.078
O13 -9.80907 -4.30673 16.54641  -0.040
C13 -9.39810 -5.57539 16.01823  -0.237
C14 -10.62040 -6.36377 15.70871  -0.178
O14 -11.37342 -6.85261 16.88504  -0.069
H37 -9.11461 -3.92728 17.09003  0.089
H38 -9.02029 -5.47211 15.01599  0.105
H39 -8.75370 -6.13369 16.65104  0.107
H40 -10.47721 -7.18901 15.06620  0.087
H41 -11.26612 -5.66973 15.19788  0.121
H42 -11.38052 -6.13602 17.50681  0.073
O15 -8.77414 -11.04827 14.89544  -0.091
C15 -9.89187 -10.34506 14.28962  -0.185
C16 -9.51380 -9.24406 13.35020  -0.283
O16 -8.76680 -9.79747 12.31712  -0.079
H43 -8.04033 -11.14282 14.28579  0.061
H44 -10.61200 -11.06262 13.87204  0.130
H45 -10.31311 -9.76363 15.17071  0.123
H46 -8.97450 -8.49497 13.88449  0.099
H47 -10.40663 -8.78985 12.95194  0.119
H48 -7.82927 -9.41059 12.19417  0.070
O17 -5.63463 -10.90317 16.69105  -0.081
C17 -4.98714 -9.58661 16.51493  -0.156
C18 -5.84216 -8.54598 17.27570  -0.214
O18 -7.12506 -8.33124 16.72771  -0.092
H49 -6.44538 -10.91672 16.22201  0.039
H50 -4.04213 -9.62689 17.05447  0.101
H51 -4.75060 -9.43366 15.44198  0.115
H52 -5.28565 -7.58964 17.07471  0.120
H53 -5.85245 -8.86466 18.33227  0.135
H54 -7.81269 -8.62940 17.32507  0.036

The calculation puts the relative energy (zero: lowest compared OMol25 entry of this formula, charge and spin) at 22.9 kcal per mole. As for the charge: 0. As for the SMILES: OCCO.OCCO.OCCO.OCCO.OCCO.OCCO.OCCO.OCCO.OCCO. The calculation puts the strongest force on any atom at 2.90 eV/Å. As for the spin multiplicity: 1. The gap between HOMO and LUMO is 0.372 hartree.

=====

This record from the Open Molecules 2025 dataset describes a cluster of 2 separate species, C7H14N2 in total. The level of theory is ωB97M-V with the def2-TZVPD basis set.

Last column: natural (NBO) charge in e.
Atoms and positions in Å:
C1 2.29590 0.57275 2.96340  -0.630
C2 0.88984 0.14716 2.67470  0.110
C3 0.26696 -1.00579 3.20031  -0.096
N1 -0.98625 -1.19173 2.44849  -0.566
C4 -0.92396 -0.23847 1.40249  0.167
N2 0.14650 0.56211 1.62824  -0.472
H1 2.31064 1.61353 3.40204  0.219
H2 2.98405 0.49473 2.07310  0.226
H3 2.71565 0.19531 3.75593  0.213
H4 0.48084 -1.70921 3.82632  0.184
H5 -1.59398 -1.96168 2.83441  0.431
H6 -1.59744 -0.21799 0.51355  0.215
C5 -1.87533 0.67121 -3.05103  -0.625
C6 -0.36865 0.73294 -2.42135  -0.402
C7 0.44852 -0.53890 -2.81374  -0.634
H7 -2.07112 1.75738 -3.31703  0.207
H8 -2.14809 0.00942 -3.84971  0.207
H9 -2.67328 0.51416 -2.34958  0.198
H10 -0.49110 0.88345 -1.32853  0.221
H11 0.17552 1.58194 -2.96168  0.205
H12 1.47687 -0.44751 -3.05897  0.212
H13 -0.09382 -1.16953 -3.50527  0.203
H14 0.63173 -1.25529 -2.06609  0.208

The calculation puts the relative energy (zero: lowest compared OMol25 entry of this formula, charge and spin) at 62.7 kcal per mole. As for the charge: 0. As for the SMILES: Cc1c[nH]cn1.CCC. The calculation puts the strongest force on any atom at 8.21 eV/Å. As for the spin multiplicity: 1. The gap between HOMO and LUMO is 0.345 hartree.

=====

This record from the Open Molecules 2025 dataset describes a structure of composition C4H6EuO2. The level of theory is ωB97M-V with the def2-TZVPD basis set.

Last column: Mulliken spin population.
Atoms and positions in Å:
O1 0.51963 2.07694 -1.72780  0.001
C1 0.71631 0.71318 -1.54538  -0.019
H1 -0.33654 2.22299 -2.14268  -0.001
H2 1.78388 0.47357 -1.57962  -0.002
C2 -0.14125 -0.03932 -0.75377  0.007
C3 0.30915 -0.69049 0.43670  -0.017
C4 -0.32564 -0.33851 1.79395  -0.017
O2 -1.39459 -1.19882 2.12504  -0.039
Eu1 -1.68294 -2.48174 0.55294  7.095
H3 1.36150 -1.01418 0.46751  0.001
H4 -0.59107 -0.05957 -1.97176  -0.003
H5 -0.67692 0.71381 1.76612  -0.003
H6 0.45848 -0.37786 2.57875  -0.002

The calculation puts the relative energy (zero: lowest compared OMol25 entry of this formula, charge and spin) at 93.5 kcal per mole. As for the charge: 0. The calculation puts the strongest force on any atom at 2.68 eV/Å. As for the spin multiplicity: 8. The gap between HOMO and LUMO (spin up / spin down) is 0.184 / 0.187 hartree.

=====

This record from the Open Molecules 2025 dataset describes a structure of composition C30H41Cl2O2P3Pt. The level of theory is ωB97M-V with the def2-TZVPD basis set.

Last column: Mulliken spin population.
Atoms and positions in Å:
P1 -1.98162 -0.35069 -2.99464  0.472
C1 -2.29499 -2.01924 -2.55678  0.068
C2 -3.72208 -2.02467 -2.57908  0.100
H1 -4.24475 -1.08528 -2.40949  -0.002
C3 -4.41009 -3.14423 -3.00322  -0.030
H2 -5.48065 -3.05126 -3.18816  -0.001
C4 -3.71629 -4.34466 -3.21659  0.085
H3 -4.28120 -5.21668 -3.57182  0.002
C5 -2.33669 -4.40075 -2.97267  0.018
H4 -1.85073 -5.37541 -3.10121  0.002
C6 -1.61095 -3.25434 -2.61827  -0.016
H5 -0.55420 -3.35273 -2.37561  -0.004
C7 -2.26912 0.73830 -1.63136  0.109
C8 -2.87307 0.47194 -0.37912  -0.007
H6 -2.88637 -0.53585 0.03342  -0.004
C9 -3.44576 1.51837 0.35014  -0.009
H7 -3.99194 1.31899 1.27449  0.002
C10 -3.37849 2.83789 -0.10158  0.062
H8 -3.89674 3.64976 0.42226  0.001
C11 -2.64547 3.12116 -1.25684  -0.021
H9 -2.57160 4.13877 -1.64062  0.000
C12 -2.03533 2.10093 -1.96676  0.080
H10 -1.43086 2.31828 -2.84872  -0.002
C13 -0.30028 -0.20405 -3.67747  -0.071
C14 -0.76021 -0.10789 -5.01993  0.018
H11 -1.81472 -0.30842 -5.21441  0.009
C15 0.04051 0.34507 -6.04665  0.002
H12 -0.43320 0.46769 -7.01552  -0.001
C16 1.39145 0.61932 -5.80166  0.012
H13 2.00427 0.96923 -6.64024  0.001
C17 1.89954 0.43183 -4.51299  0.039
H14 2.97131 0.61892 -4.37637  0.002
C18 1.07803 0.03422 -3.43208  0.057
H15 1.56593 -0.13524 -2.47123  0.050
Pt1 2.08743 -1.42006 2.37314  0.840
C19 2.09447 0.66253 2.43544  0.112
C20 1.46224 1.57720 1.69727  0.130
H16 2.74678 0.90687 3.29387  0.017
C21 0.61947 1.21378 0.46992  0.032
O1 1.12065 1.95831 -0.65470  0.043
H17 0.92358 1.50536 -1.51047  0.009
C22 0.61824 -0.13775 0.20747  0.681
H18 -0.41826 1.57201 0.59388  0.033
C23 1.21436 -1.17106 0.76300  -0.008
Cl1 3.65225 -1.72516 4.26881  0.392
Cl2 1.91540 -3.80992 1.60120  0.276
P2 0.02775 -1.81768 3.38966  0.291
C24 0.39978 -3.19198 4.50274  0.007
H19 1.24406 -2.88407 5.13328  -0.004
H20 0.71323 -4.03962 3.87720  0.000
H21 -0.49252 -3.43939 5.08999  0.010
C25 -0.39861 -0.36660 4.37827  0.006
H22 -0.75680 0.43039 3.71120  0.000
H23 0.50276 -0.02710 4.90329  -0.001
H24 -1.18456 -0.63328 5.09691  0.009
C26 -1.48486 -2.26741 2.49156  0.031
H25 -1.26328 -3.03059 1.73375  -0.001
H26 -1.92642 -1.38321 2.00839  -0.012
H27 -2.20978 -2.67487 3.21661  0.012
P3 1.60598 3.34793 2.04903  0.015
C27 2.34350 3.56506 3.67765  0.007
C28 -0.01023 4.16129 2.04785  0.005
H28 3.31608 3.04971 3.71027  -0.001
H29 1.67127 3.15688 4.44972  0.000
H30 2.49228 4.64389 3.85805  0.001
H31 -0.50833 4.04648 1.07366  -0.002
H32 0.12606 5.23543 2.25164  0.001
H33 -0.64542 3.73393 2.83798  0.001
C29 2.64278 4.21041 0.84914  0.002
H34 3.67975 3.85319 0.93938  0.000
H35 2.61303 5.29335 1.05146  0.000
H36 2.26967 4.00555 -0.16517  -0.001
H37 1.06698 -2.10887 0.22491  0.023
C30 4.70429 -2.25795 0.62336  -0.002
O2 3.64173 -1.36293 0.27209  0.026
H38 5.22949 -1.77701 1.45141  -0.002
H39 5.35985 -2.40900 -0.24162  0.001
H40 4.30087 -3.20943 0.99327  -0.003
H41 3.15942 -1.77390 -0.48496  0.001

The calculation puts the relative energy (zero: lowest compared OMol25 entry of this formula, charge and spin) at 52.9 kcal per mole. As for the charge: +2. The calculation puts the strongest force on any atom at 5.84 eV/Å. As for the spin multiplicity: 5. The gap between HOMO and LUMO (spin up / spin down) is 0.238 / 0.195 hartree.